DFT (the ωB97M-V functional and the def2-TZVPD basis) results for a structure of composition C8H17NO.

Computed properties:
total energy: -12106.3492 eV
orbital gap: 9.184 eV
lowest unoccupied orbital energy: 0.70 eV
max |F|: 0.0706 hartree/bohr
HOMO level: -0.31192 Eh

The geometry in ORCA input format:
```
! RIJCOSX wB97M-V def2-TZVPD def2/J DEFGRID3
* xyz 0 1
O 0.1083 2.2026 0.2855
N 0.3355 1.4804 -1.9834
C 1.4003 -0.9351 1.1705
C -1.8041 0.1921 0.6917
C -1.4235 0.5115 -0.5875
C 1.5239 -1.7149 -0.1101
C -1.9394 -0.2285 -1.7709
C 0.3477 -1.3479 2.0621
C 1.9467 0.3262 1.2449
C -0.5284 1.6973 -0.8334
H 1.9964 0.8076 2.2128
H 0.2888 -0.7931 2.9936
H -2.6941 -0.4085 0.8293
H 2.4793 -1.5341 -0.6013
H -2.0645 -1.2877 -1.5422
H -1.7107 0.9715 1.4379
H 0.7333 -1.4511 -0.8144
H 0.3750 -2.4051 2.3118
H 1.0319 0.7819 -1.7474
H -0.7651 -0.8505 1.4549
H 2.7591 0.5826 0.5770
H -1.2770 2.4655 -1.1251
H 0.8322 2.3395 -2.1855
H 1.4609 -2.7870 0.0742
H -1.2785 -0.2059 -2.6322
H 0.7756 1.4388 0.6715
H -2.9097 0.1520 -2.0842
*
```



DFT (the ωB97M-V functional and the def2-TZVPD basis) results for a cluster of 2 separate species, C8H17NO in total.

Computed properties:
total energy: -12107.1519 eV
orbital gap: 10.115 eV
lowest unoccupied orbital energy: 0.92 eV
max |F|: 0.0317 hartree/bohr
SMILES string: C[C@H](N)[C@H](C)CO.C#CC
HOMO level: -0.33795 Eh

The geometry in ORCA input format:
```
! RIJCOSX wB97M-V def2-TZVPD def2/J DEFGRID3
* xyz 0 1
O 1.5749 2.0609 0.3001
N -0.9850 -1.3046 -0.3782
C 0.4358 0.7783 -1.9395
C -2.4410 0.3260 0.6557
C -1.5625 0.0255 -0.5588
C 0.3517 1.4246 0.5572
C 2.6371 -0.9160 -0.2209
C 1.9509 -1.2340 0.7133
C -0.4853 1.1053 -0.7784
C 1.1786 -1.7571 1.8199
H 3.3142 -0.7213 -1.0050
H -2.7899 1.3557 0.6289
H -0.1335 0.5135 -2.8208
H -1.8816 0.1646 1.5724
H 1.0888 -0.0726 -1.6804
H 0.1320 -1.8165 1.5216
H -2.2099 0.0590 -1.4580
H 1.0696 1.6270 -2.1693
H 1.2722 -1.1056 2.6889
H -1.7320 -1.9895 -0.3117
H -3.3095 -0.3311 0.6635
H 0.4620 0.5536 1.2008
H -1.0098 2.0345 -1.0183
H 2.1943 1.3913 -0.0159
H 1.5387 -2.7517 2.0826
H -0.4148 -1.5603 -1.1760
H -0.2460 2.1402 1.1260
*
```



DFT (the ωB97M-V functional and the def2-TZVPD basis) results for an isolated molecule of C8H17NO.

Computed properties:
total energy: -12108.6400 eV
orbital gap: 9.708 eV
lowest unoccupied orbital energy: 0.97 eV
max |F|: 0.0083 hartree/bohr
SMILES string: CCCCN[C@@H]1CCOC1
HOMO level: -0.32129 Eh

The geometry in ORCA input format:
```
! RIJCOSX wB97M-V def2-TZVPD def2/J DEFGRID3
* xyz 0 1
O -1.4524 2.6359 -0.6053
N 0.9849 0.1332 -1.3235
C 0.8149 2.4019 -0.1226
C -0.2896 -2.9034 0.7143
C 0.6897 -0.6329 -0.1068
C -0.5701 -2.1621 2.0213
C -0.5593 2.6178 0.4972
C -1.0160 1.5952 -1.4629
C 0.2379 -2.0466 -0.4586
C 0.5218 1.5058 -1.3537
H -0.0952 -0.1179 0.4478
H -0.8197 1.7995 1.1823
H -1.2213 -3.3809 0.4015
H 1.5729 -0.6793 0.5397
H -1.3922 -1.4506 1.9107
H -1.4648 0.6372 -1.1739
H 1.9746 0.1132 -1.5152
H 0.4042 -3.7212 0.9180
H -0.6662 3.5550 1.0407
H 0.9595 1.9671 -2.2386
H 0.2985 -1.6046 2.3739
H -0.8544 -2.8671 2.8035
H 1.5070 1.9342 0.5783
H -1.3416 1.8311 -2.4748
H 1.2187 3.3647 -0.4338
H -0.5248 -1.9649 -1.2353
H 1.0831 -2.5603 -0.9245
*
```



DFT (the ωB97M-V functional and the def2-TZVPD basis) results for a cluster of 2 separate species, C8H17NS in total.

Computed properties:
total energy: -20892.1603 eV
orbital gap: 8.199 eV
lowest unoccupied orbital energy: 0.70 eV
max |F|: 0.1067 hartree/bohr
SMILES string: C[NH+](C)[S-].C#CC(C)(C)C
HOMO level: -0.27548 Eh

The geometry in ORCA input format:
```
! RIJCOSX wB97M-V def2-TZVPD def2/J DEFGRID3
* xyz 0 1
S -1.5523 -1.9188 -2.3023
N -0.2783 -0.5884 -2.1614
C -0.5801 1.4904 2.3603
C 1.0314 -0.4470 2.9776
C -0.9278 0.7196 -2.4495
C 1.0016 0.5470 0.7923
C 0.5857 -1.0117 -3.3024
C 0.1407 0.1755 1.8830
C 1.8520 0.8029 -0.0461
C -0.8286 -0.8879 1.4243
H -0.7201 -1.1900 0.3872
H -1.9381 -0.5727 1.4937
H -0.6273 1.6556 -1.9122
H -0.0089 2.3142 2.3460
H -0.0311 -0.9072 -4.1206
H 1.6138 -1.3358 2.6805
H 1.3526 -0.2955 -3.3136
H -0.8939 0.9401 -3.4916
H 0.4879 -0.5356 3.8939
H 1.0635 -1.9810 -3.0379
H -1.4248 1.8593 1.5884
H 0.0974 -0.5896 -1.2721
H 1.8694 0.3457 3.3286
H -1.9871 0.4007 -2.2435
H 2.4827 1.3154 -0.7129
H -1.0752 1.4696 3.2451
H -0.7049 -1.7747 1.9652
*
```



DFT (the ωB97M-V functional and the def2-TZVPD basis) results for a structure of composition C8H17OP2Tl.

Computed properties:
total energy: -33885.7032 eV
orbital gap: 3.847 eV
lowest unoccupied orbital energy: -1.15 eV
max |F|: 0.0554 hartree/bohr
HOMO level: -0.18358 Eh

The geometry in ORCA input format:
```
! RIJCOSX wB97M-V def2-TZVPD def2/J DEFGRID3
* xyz 0 1
Tl 0.5296 -1.0084 -0.0884
P -0.1522 0.4065 2.4746
P -0.0801 -3.4003 -1.0490
O -0.4754 1.2577 1.2867
C -1.2350 1.5815 -3.6988
C -0.4227 0.5154 -4.2084
C 0.9965 2.1328 -3.3237
C -0.3610 2.5462 -3.0868
C 1.6255 -0.0578 2.5249
C -1.0956 -1.1392 2.4681
C -0.4687 1.2074 4.0350
C 0.9650 0.8646 -3.9880
H -0.4439 2.2856 3.8945
H -1.2415 -3.7097 -1.8671
H -1.9364 -1.0636 1.7617
H 1.9219 -0.9022 1.8862
H 2.2300 0.8168 2.2372
H -1.4786 -1.3204 3.4725
H -0.7794 -0.4146 -4.6354
H -0.5090 -2.0203 2.2051
H 1.8201 0.2321 -4.2099
H 0.2989 0.9249 4.7700
H -0.1431 -4.1341 0.1817
H 1.1131 -3.8432 -1.7593
H -1.4527 0.9145 4.4011
H 1.8730 -0.4026 3.5224
H 1.8979 2.6551 -2.9721
H -2.3287 1.6104 -3.6713
H -0.6674 3.4651 -2.5632
*
```



DFT (the ωB97M-V functional and the def2-TZVPD basis) results for the ion C8H18BN2O2 with charge +1.

Computed properties:
total energy: -16333.7251 eV
orbital gap: 10.481 eV
lowest unoccupied orbital energy: -2.85 eV
max |F|: 0.1213 hartree/bohr
SMILES string: [H]/N=C/[C@H](B(O)O)[N@H+]1CCC[C@@H]1CC
HOMO level: -0.48991 Eh

The geometry in ORCA input format:
```
! RIJCOSX wB97M-V def2-TZVPD def2/J DEFGRID3
* xyz 1 1
O -2.2157 -1.1163 -1.4412
O -3.8318 0.1274 -0.2258
N -0.0150 0.6153 -0.5948
N -0.7165 1.3177 2.1795
C -1.6812 1.1980 1.3584
C -1.4605 0.8633 -0.1421
C 2.0704 1.3948 -1.1768
C 0.7524 -1.7563 -0.0326
C 1.3073 -2.6225 1.1775
C 0.6748 1.8712 -0.8274
C 2.3237 0.2111 -0.1767
C 0.9544 -0.2639 0.2244
B -2.6036 -0.1149 -0.6559
H 0.9493 -0.1447 1.3026
H 1.2508 -2.1137 -1.0254
H -0.4063 -1.9223 0.1015
H 2.1905 0.9480 -2.2643
H -0.8824 1.5669 3.0998
H 2.7771 2.1384 -0.9602
H 0.2516 2.4173 -1.7777
H 2.1020 -3.2485 0.9092
H 0.5457 -3.2135 1.6513
H -1.9987 1.7235 -0.7491
H 0.6850 2.4435 0.0061
H 1.7330 -1.9040 1.9937
H -4.6469 -0.1048 -0.7701
H -0.2022 -0.0204 -1.4893
H 3.0149 -0.4450 -0.6830
H -2.8873 -1.7524 -1.5805
H -2.7840 1.2324 1.8076
H 2.7491 0.6742 0.7614
*
```



DFT (the ωB97M-V functional and the def2-TZVPD basis) results for a structure of composition C8H18BrIO11P2.

Computed properties:
total energy: -127834.4613 eV
orbital gap: 8.036 eV
lowest unoccupied orbital energy: -1.19 eV
max |F|: 0.0300 hartree/bohr
HOMO level: -0.33917 Eh

The geometry in ORCA input format:
```
! RIJCOSX wB97M-V def2-TZVPD def2/J DEFGRID3
* xyz 0 1
I 6.6063 -0.5853 -1.7351
Br 1.7390 1.2057 -0.9005
P 6.8439 1.6782 -0.7452
P 4.2882 2.4624 -0.2371
O -4.2903 0.7572 -2.1255
O -2.5753 1.7170 -3.2410
O -1.4214 -2.1226 1.7113
O 4.7859 2.6506 1.1045
O 7.9293 2.4838 -1.6317
O 3.3573 3.6648 -0.6583
O 5.4547 2.4468 -1.3371
O 0.2397 -2.5074 3.2077
O -2.1346 0.5825 -1.4602
O 0.5368 -1.3806 1.2674
O 3.4807 1.0858 -0.3180
C -3.5107 2.1532 -4.2295
C -2.3614 -2.7936 2.5681
C -3.1184 0.9951 -2.2562
C -2.8486 -1.6546 -0.8075
C 1.8937 -1.1107 1.6240
C -2.7646 -1.9280 3.7427
C -0.1696 -2.0597 2.1710
C -2.5322 -0.2440 -0.3488
H -3.0645 -2.2964 0.0370
H -2.0061 -2.0714 -1.3611
H -3.8781 1.3017 -4.8002
H 8.8282 2.2823 -1.3284
H -1.6881 -0.2597 0.3311
H -3.2335 -3.0011 1.9514
H 3.8398 4.4467 -0.3330
H 2.4268 -2.0205 1.8903
H -1.9556 -3.7512 2.8928
H -3.1412 -0.9645 3.3954
H -4.3408 2.6892 -3.7753
H -3.3699 0.2094 0.1824
H -3.5391 -2.4200 4.3306
H 2.3639 -0.6702 0.7540
H 1.9316 -0.3961 2.4450
H -3.7106 -1.6700 -1.4743
H -2.9765 2.8238 -4.8964
H -1.9149 -1.7289 4.3937
*
```



DFT (the ωB97M-V functional and the def2-TZVPD basis) results for a cluster of 2 separate species, C8H18BrN in total.

Computed properties:
total energy: -80118.9329 eV
orbital gap: 5.612 eV
lowest unoccupied orbital energy: -0.42 eV
max |F|: 0.0410 hartree/bohr
HOMO level: -0.22173 Eh

The geometry in ORCA input format:
```
! RIJCOSX wB97M-V def2-TZVPD def2/J DEFGRID3
* xyz 0 1
Br 7.9099 -7.9899 -46.5666
N 2.8371 -4.5525 -46.5463
C 0.8197 -3.0977 -46.8927
C 3.4018 -5.9037 -46.1866
C 1.3353 -4.4513 -46.4430
C -0.6916 -3.0242 -47.0934
C 3.4063 -4.3341 -47.9501
C 4.8363 -4.8753 -47.9361
C 4.8302 -5.8243 -46.7151
C 3.4463 -3.5551 -45.6008
H 1.3866 -2.6595 -47.7123
H -0.9662 -2.0572 -47.5086
H 2.7407 -4.8292 -48.6527
H -1.2049 -3.2012 -46.1472
H 3.3247 -2.5483 -45.9840
H -1.1254 -3.7700 -47.7664
H 4.4625 -3.8088 -45.3244
H 3.3861 -3.2671 -48.1636
H 5.0495 -5.5223 -48.7820
H 5.3311 -6.7897 -46.7740
H 1.1064 -4.8106 -45.4439
H 2.8489 -6.6496 -46.7595
H 2.8769 -3.6427 -44.6726
H 5.6149 -4.1458 -47.7504
H 3.2781 -6.0452 -45.1161
H 5.4344 -5.4152 -45.8999
H 0.9884 -2.3760 -46.0833
H 1.0189 -5.2065 -47.1688
*
```